[1]
21
Properties=species:S:1:pos:R:3:forces:R:3 method="wB97M-V/def2-TZVPD" total_charge=0 multiplicity=1 orbital_gap_ev="7.01 / 7.01" lumo_energy_ha="-0.0007 / -0.0008" homo_ev="-7.03 / -7.03" e_above_lowest_ev=4.681
C -0.01451 0.63698 -0.73184 0.78 -1.21 0.37
C -0.27385 -2.20966 0.10262 0.17 0.31 -0.75
C 1.36853 1.19513 -0.86897 0.18 0.00 0.08
C -0.77411 0.38904 -1.99555 -0.02 -0.43 0.01
C -0.81357 0.99149 0.47277 -1.35 -1.35 0.58
C -0.38973 0.03694 1.59136 0.39 2.68 2.29
C 0.62087 0.35578 2.49126 -0.88 -0.35 -0.58
O 0.37765 -0.95921 0.29507 -0.25 0.63 -2.13
O -1.85877 1.61682 0.48622 1.29 -0.11 -0.19
H -1.28184 -0.40932 2.02949 -0.02 -0.11 -0.09
H -1.34217 -2.07454 -0.10581 0.03 -0.10 0.04
H 0.20236 -2.73040 -0.73048 -0.16 -0.13 -0.04
H -0.14893 -2.82756 0.99632 0.01 0.26 0.06
H 1.32208 2.13588 -1.43387 -0.13 -0.15 0.06
H 1.81085 1.41977 0.10016 -0.04 -0.09 -0.05
H -1.73558 -0.08958 -1.80681 0.08 0.02 0.02
H -0.98514 1.34881 -2.48640 0.11 -0.07 0.24
H -0.18892 -0.21892 -2.69073 -0.03 0.08 0.07
H 2.02620 0.51019 -1.40973 -0.16 0.05 0.01
H 0.49392 0.17910 3.55002 0.11 -0.35 -0.10
H 1.58467 0.70325 2.14489 -0.14 0.42 0.08

[2]
22
Properties=species:S:1:pos:R:3:forces:R:3 method="wB97M-V/def2-TZVPD" total_charge=0 multiplicity=1 orbital_gap_ev=8.87 lumo_energy_ha=0.0183 smiles="CC(C)=C(O)CCC(=O)S" homo_ev=-8.37 e_above_lowest_ev=1.286
C 2.27949 1.44759 0.34514 1.29 -1.26 -0.81
C 1.04732 0.54168 -0.05701 3.85 1.77 -2.29
C 0.84276 0.43162 -1.56396 -0.46 0.97 1.59
C 0.57442 -0.33723 0.77077 -2.11 -1.55 1.52
O 0.63629 -0.10512 2.13570 1.68 0.74 -0.05
C -0.24891 -1.56213 0.32999 -1.95 2.20 -1.63
C -1.86367 -1.39031 0.43992 0.22 -3.03 -3.62
C -2.43352 -0.46911 -0.69602 1.75 0.82 2.69
O -2.88423 -0.72577 -1.74179 -0.75 -1.47 -1.75
S -2.11061 1.32361 -0.38264 -1.90 0.17 2.66
H 2.04231 2.24794 0.97318 -0.68 1.12 1.68
H 2.61352 2.09138 -0.54212 -0.04 -1.59 0.89
H 3.21875 0.85195 0.89400 -2.46 1.42 -1.75
H 1.47891 -0.30654 -1.93544 0.60 -1.75 -0.86
H 1.12587 1.29670 -2.14012 -0.05 0.76 0.26
H -0.20979 0.27680 -1.69079 -0.27 -0.50 -0.85
H 1.26917 0.68251 2.23739 -1.45 -1.65 0.00
H -0.01304 -2.49412 0.75478 0.59 -0.86 1.12
H -0.09309 -1.69900 -0.75382 0.28 0.02 0.49
H -2.06190 -0.96461 1.33594 -0.85 1.24 2.87
H -2.39515 -2.46340 0.35910 1.25 2.40 0.13
H -2.81488 1.32553 0.92783 1.46 0.04 -2.27

[3]
22
Properties=species:S:1:pos:R:3:forces:R:3 method="wB97M-V/def2-TZVPD" total_charge=0 multiplicity=1 orbital_gap_ev=7.98 lumo_energy_ha=0.0060 homo_ev=-7.81 e_above_lowest_ev=4.497
C 1.29567 0.78772 3.03739 0.80 -0.34 -1.46
C 0.67069 0.28081 1.76833 -2.19 -0.89 0.64
C -0.21982 1.25165 1.20318 0.69 0.39 -0.24
O 0.86348 -0.94515 1.34050 0.27 0.91 0.18
O 1.00667 2.06903 3.23695 0.15 -0.30 0.20
H 0.28933 -1.16189 0.56951 0.02 0.11 0.02
H 0.35932 2.16860 1.74684 -0.21 -0.27 -0.56
H 1.00476 0.07645 3.84473 0.45 0.05 -0.23
H 2.35014 0.49306 2.62198 -0.15 0.44 1.30
H -0.46290 1.14057 0.15031 0.07 0.17 -0.02
H -1.11132 1.42095 1.81222 0.08 -0.27 0.18
C -1.05225 -0.81213 -1.77736 -0.48 -0.12 0.11
C 0.12944 -0.24369 -2.41396 0.39 0.25 0.19
C -2.30643 -0.51239 -2.12256 0.30 -0.05 0.12
C 1.38977 -0.56668 -2.12587 -0.27 0.02 -0.07
O -0.75940 -1.69087 -0.74362 0.02 0.01 -0.19
H -1.55950 -2.15756 -0.47267 0.01 0.08 -0.03
H -0.08012 0.55358 -3.11744 0.00 -0.11 -0.10
H -2.49843 0.19458 -2.91474 0.06 -0.04 -0.06
H -3.16297 -0.94537 -1.62237 0.02 -0.01 0.04
H 2.21409 -0.07296 -2.62131 -0.03 0.01 0.00
H 1.63976 -1.32832 -1.40003 -0.02 -0.05 -0.02

[4]
24
Properties=species:S:1:pos:R:3:forces:R:3 method="wB97M-V/def2-TZVPD" total_charge=0 multiplicity=1 orbital_gap_ev=9.02 lumo_energy_ha=0.0060 smiles="CCC(=O)[Si](O)(C(C)=O)C(C)=O" homo_ev=-8.86 e_above_lowest_ev=3.624
C -1.29201 -2.23919 -0.51746 3.72 1.43 0.33
C -0.37790 -1.58262 -1.66698 -2.75 -0.79 1.06
C 0.07404 -0.17609 -1.77570 0.19 2.24 0.66
O 0.30598 0.30454 -2.87079 -0.11 -0.12 0.47
Si 0.53061 1.02820 -0.17243 -0.70 -1.31 -1.18
O 1.67605 2.16469 -0.36584 0.08 0.18 -0.54
C -1.11634 1.90322 0.23914 -0.29 0.89 0.87
C -2.20642 1.63140 1.27083 0.92 -0.39 0.88
O -1.23082 2.89579 -0.46583 0.23 -0.53 -0.03
C 1.37703 -0.24689 0.90748 0.18 -2.37 1.35
C 2.85171 -0.27970 1.22813 -0.31 -0.17 1.03
O 0.74411 -1.20595 1.36736 -0.08 1.38 -0.40
H -2.20199 -1.79846 -0.40029 -2.88 1.21 -0.37
H -1.39539 -3.29118 -0.68199 0.08 -0.53 -0.15
H -0.81728 -2.00440 0.45975 -0.19 -0.80 -0.71
H 0.56381 -2.02699 -1.53809 1.42 -1.36 -0.35
H -0.88194 -1.80032 -2.60204 0.55 -0.29 -0.45
H 1.54178 2.79521 -1.08142 0.01 0.11 0.05
H -2.81825 0.81979 0.88505 0.11 -0.57 0.49
H -1.90135 1.55423 2.37567 -0.06 -0.57 -1.83
H -2.83847 2.47365 1.24615 -0.79 1.23 -0.19
H 3.04953 -1.28029 1.70142 -0.11 0.91 -0.66
H 3.51683 -0.09075 0.37019 -0.16 0.44 0.68
H 2.84669 0.45211 2.08768 0.92 -0.23 -1.04

[5]
25
Properties=species:S:1:pos:R:3:forces:R:3 method="wB97M-V/def2-TZVPD" total_charge=-1 multiplicity=1 orbital_gap_ev=5.51 lumo_energy_ha=0.1242 homo_ev=-2.13 e_above_lowest_ev=0.000
O -1.91331 0.56773 -2.10632 -2.28 -2.83 -3.10
C -1.69007 -0.71240 -2.18340 1.58 -0.74 -0.51
C -0.56631 -1.31449 -1.65637 -0.71 0.26 -1.08
O 0.29994 -0.51065 -0.91173 0.46 -0.46 0.00
C 1.53673 -0.19187 -1.50951 -0.07 0.80 -0.32
C 2.68992 -0.91812 -0.85667 0.43 -0.74 -0.23
O 2.61250 -1.11296 0.53477 0.06 -0.10 -0.29
C 2.95671 0.00273 1.32144 -0.21 0.42 0.15
H -2.35358 -1.37485 -2.77573 0.09 0.28 0.19
H -0.12697 -2.22365 -2.07601 -0.46 -0.10 0.51
H 1.73393 0.89360 -1.45906 -0.53 -0.17 0.25
H 1.51567 -0.43047 -2.58698 0.05 -0.03 0.26
H 2.74981 -1.91895 -1.30785 0.11 0.06 0.31
H 3.61944 -0.37442 -1.10472 -0.08 -0.16 -0.07
H 3.65961 -0.33980 2.09074 -0.06 0.17 -0.06
H 3.42275 0.80263 0.72013 -0.01 -0.25 0.17
H 2.06751 0.43510 1.80443 0.15 -0.13 -0.14
O -1.31231 1.14575 1.81370 -0.51 -1.17 1.98
C -2.48164 0.79399 2.38512 0.21 -1.22 0.65
C -3.66480 1.33869 1.66316 0.19 0.88 -1.95
O -3.60371 1.59838 0.45633 -1.45 -0.35 1.93
Tl -1.29861 1.39657 -0.35871 2.94 4.74 1.46
H -2.60144 1.18608 3.43158 0.08 -0.47 -0.19
H -4.54666 1.64946 2.26403 -0.15 -0.36 -0.22
H -2.70510 -0.38807 2.40763 0.22 1.66 0.31

[6]
21
Properties=species:S:1:pos:R:3:forces:R:3 method="wB97M-V/def2-TZVPD" total_charge=0 multiplicity=1 orbital_gap_ev=10.19 lumo_energy_ha=0.0043 smiles="C#CC(=O)C(C)(C)C[SiH3]" homo_ev=-10.08 e_above_lowest_ev=4.339
C -0.59035 -1.43540 2.78205 1.72 2.31 -1.87
C -0.11119 -0.50480 2.12402 -2.30 -3.55 2.52
C 0.24464 0.59307 1.29032 1.51 -0.16 -1.55
O 0.42871 1.68414 1.75620 -0.22 0.62 0.03
C 0.59391 0.23390 -0.21497 0.62 0.30 0.11
C 0.67811 1.62298 -0.96667 1.10 -4.65 0.79
C 1.99333 -0.46518 -0.18091 2.08 1.22 0.24
C -0.50603 -0.68287 -0.81216 -1.74 0.24 5.72
Si -2.34236 -0.02883 -0.88277 1.41 -0.33 -0.56
H -0.86288 -2.32556 3.30606 -0.12 0.22 0.04
H 0.90388 1.35318 -1.94934 0.20 0.01 -1.85
H -0.27388 1.90587 -0.83197 -3.20 2.32 0.02
H 1.43670 2.17725 -0.55261 1.34 1.69 0.99
H 2.55756 -0.80845 -1.07870 -1.51 0.11 -0.23
H 2.12054 -1.26734 0.52002 -0.62 -0.69 0.43
H 2.81316 0.23028 0.17078 -1.15 -0.01 0.05
H -0.24936 -1.03464 -1.71228 1.10 -1.44 -3.48
H -0.64611 -1.61364 -0.05806 0.54 1.88 -1.84
H -3.01409 -1.33829 -0.59801 -0.47 0.63 -0.33
H -2.54597 0.67692 -2.21000 -0.24 -0.62 0.42
H -2.62831 1.02741 0.09902 -0.05 -0.10 0.34

[7]
20
Properties=species:S:1:pos:R:3:forces:R:3 method="wB97M-V/def2-TZVPD" total_charge=0 multiplicity=1 orbital_gap_ev=9.19 lumo_energy_ha=0.0317 smiles=C1CC2(C1)CCSC2 homo_ev=-8.33 e_above_lowest_ev=4.237
C 2.10767 -0.00533 0.45260 0.72 0.52 -1.49
C 0.66177 -0.21924 1.10623 2.94 -1.96 2.87
C 0.06841 -0.23841 -0.21315 -3.28 0.14 -1.42
C 1.40526 -0.31558 -0.92807 0.56 2.26 0.57
C -0.80281 1.10026 -0.42426 3.89 0.47 -0.82
C -2.19096 0.97039 0.17123 -0.48 4.83 0.81
S -2.71113 -0.62919 0.05775 0.84 -4.47 -0.86
C -0.87402 -1.43186 -0.18445 -1.80 -1.98 -4.09
H 2.34623 0.99342 0.44585 0.20 2.84 0.36
H 3.21203 -0.38462 0.45071 -2.31 -0.59 1.18
H 0.13764 0.48825 1.73599 0.85 0.42 0.72
H 0.63700 -1.23871 1.60300 -0.06 1.33 -0.35
H 1.67844 0.23616 -1.86578 -0.52 -0.23 0.98
H 1.77577 -1.25609 -0.96887 0.16 -3.51 -1.30
H -0.07068 1.91731 -0.02895 -1.74 -0.98 -0.06
H -0.75265 1.37166 -1.51338 -0.80 -0.60 0.76
H -2.31687 1.24856 1.29291 0.76 0.18 -1.89
H -2.86988 1.75335 -0.44723 1.20 -1.97 1.48
H -0.86331 -2.10760 -1.25083 -0.41 2.23 2.49
H -0.57791 -2.25272 0.50868 -0.72 1.09 0.05

[8]
20
Properties=species:S:1:pos:R:3:forces:R:3 method="wB97M-V/def2-TZVPD" total_charge=0 multiplicity=1 orbital_gap_ev=7.99 lumo_energy_ha=0.0179 smiles="C=C=[Si](C)CC.C#C" homo_ev=-7.51 e_above_lowest_ev=5.197
C -0.81234 -1.13754 2.53666 3.55 0.69 -3.83
C -0.09648 -0.63965 1.45859 -1.37 -0.10 1.62
Si 0.16355 0.45032 0.12378 -0.39 -2.24 0.89
C 0.69882 -0.25065 -1.58349 0.20 0.64 1.85
C 0.23463 2.26610 0.33225 1.84 1.25 -1.97
C 1.52062 2.76098 0.92867 2.25 -1.70 2.58
H -0.45399 -1.93236 3.16665 0.20 0.21 0.57
H -1.77843 -0.78332 2.55600 -2.36 0.12 0.50
H 0.34106 -1.30330 -1.63224 0.39 0.90 -0.38
H 0.16080 0.48277 -2.18166 0.17 -0.49 -0.89
H 1.81493 -0.11822 -1.65517 -1.20 -0.33 -0.23
H 0.36518 2.69772 -0.67704 -0.91 -0.40 -0.18
H -0.53002 2.79295 0.80793 -1.79 0.29 0.56
H 1.90123 3.77350 0.73091 -0.70 -0.19 -0.07
H 1.46896 2.58103 2.05793 0.32 0.54 -1.35
H 2.32488 2.05211 0.60217 -0.20 0.78 0.26
C -1.61017 -3.29943 -1.34117 -0.82 -0.85 -2.41
C -2.03344 -3.63736 -2.41588 0.13 0.75 1.01
H -1.16922 -3.01929 -0.46390 0.76 0.48 1.84
H -2.51057 -3.73636 -3.35099 -0.07 -0.35 -0.37